Below is a molecular structure, C40H42Cl3N4O5PdS2Te, with properties calculated with ωB97M-V/def2-TZVPD.

Values from the calculation:
Multiplicity: 5
LUMO (alpha / beta): -0.2880 / -0.3939 Eh
Highest occupied orbital energy (alpha / beta): -15.29 / -15.86 eV
DFT total energy: -4716.55930 Ha
Frontier orbital gap (alpha / beta): 0.274 / 0.189 Ha
Net charge: +3
ΔE to the lowest compared entry with this formula, charge and spin: 25.9 kcal/mol

Geometry (Å):
Pd: 0.056 0.338 0.476
O: 2.141 0.477 -0.122
S: 3.487 -0.070 0.369
C: 4.704 0.759 -0.680
C: 5.572 -0.346 -1.273
C: 4.600 -1.457 -1.666
C: 3.716 -1.683 -0.440
H: 5.238 1.497 -0.085
H: 4.101 1.267 -1.437
H: 6.286 -0.710 -0.531
H: 6.147 0.029 -2.118
H: 5.113 -2.373 -1.951
H: 3.990 -1.142 -2.514
H: 4.191 -2.335 0.294
H: 2.716 -2.058 -0.654
Cl: 4.263 4.820 2.314
C: 3.683 3.821 3.598
C: 4.069 2.489 3.656
C: 3.549 1.692 4.659
C: 2.654 2.182 5.609
C: 1.999 1.258 6.600
C: 1.568 -0.083 5.980
N: 0.888 0.171 4.712
C: -0.193 1.019 4.618
C: -0.505 1.090 3.303
N: 0.369 0.293 2.592
C: 1.193 -0.244 3.470
O: 2.710 1.061 7.826
C: 4.113 1.035 7.893
C: 4.665 -0.351 8.106
C: 4.280 -1.161 9.233
Cl: 3.177 -0.743 10.376
S: 5.153 -2.645 9.341
C: 6.027 -2.220 7.952
C: 5.660 -0.976 7.398
C: 2.335 3.537 5.551
Cl: 1.274 4.249 6.715
C: 2.838 4.359 4.552
H: 4.754 2.090 2.921
H: 3.849 0.649 4.698
H: 1.092 1.735 6.967
H: 0.849 -0.558 6.646
H: 2.403 -0.769 5.843
H: -0.644 1.482 5.478
H: -1.304 1.634 2.828
H: 1.989 -0.936 3.253
H: 4.376 1.609 8.787
H: 4.596 1.519 7.041
H: 6.798 -2.883 7.584
H: 6.146 -0.553 6.530
H: 2.570 5.406 4.524
C: -3.550 -1.354 -2.548
C: -3.841 -2.091 -1.246
C: -3.729 -1.220 0.035
C: -4.130 -2.044 1.272
C: -3.977 -1.282 2.584
C: -4.695 -0.050 -0.113
O: -5.881 -0.180 -0.057
N: -4.150 1.227 -0.370
C: -2.835 1.546 -0.296
O: -2.446 2.711 -0.454
N: -1.956 0.533 -0.033
C: -2.316 -0.753 0.167
O: -1.369 -1.502 0.474
H: -3.587 -2.049 -3.384
H: -2.555 -0.899 -2.549
H: -4.286 -0.573 -2.748
H: -3.158 -2.932 -1.120
H: -4.856 -2.489 -1.254
H: -3.522 -2.948 1.277
H: -5.169 -2.337 1.129
H: -2.934 -1.010 2.773
H: -4.309 -1.895 3.420
H: -4.583 -0.373 2.593
H: -4.809 1.979 -0.535
Te: 0.076 2.941 -0.714
C: -0.345 4.856 -0.055
C: -0.689 5.818 -0.998
C: -1.009 7.092 -0.552
C: -0.980 7.381 0.807
C: -0.637 6.405 1.734
C: -0.323 5.123 1.308
C: 1.638 3.388 -2.021
C: 1.964 2.432 -2.985
C: 3.005 2.690 -3.862
C: 3.709 3.886 -3.771
C: 3.379 4.830 -2.806
C: 2.327 4.597 -1.932
H: -0.712 5.592 -2.057
H: -1.286 7.855 -1.266
H: -1.231 8.377 1.146
H: -0.619 6.641 2.789
H: -0.057 4.357 2.027
H: 1.409 1.505 -3.061
H: 3.254 1.969 -4.629
H: 4.510 4.092 -4.468
H: 3.931 5.758 -2.743
H: 2.059 5.342 -1.194

***

Below is 2 unconnected molecules or ions with the total composition C3H4ClF in a non-equilibrium geometry, with properties calculated with ωB97M-V/def2-TZVPD.

Values from the calculation:
LUMO (alpha / beta): -0.0769 / -0.1086 Eh
Highest occupied orbital energy (alpha / beta): -9.32 / -8.43 eV
DFT total energy: -676.63104 Ha
Frontier orbital gap (alpha / beta): 0.266 / 0.201 Ha
ΔE to the lowest compared entry with this formula, charge and spin: 69.3 kcal/mol

Geometry (Å):
C: 0.240 0.777 1.227
C: -0.521 -0.038 0.444
C: -0.285 0.062 -0.934
F: 0.697 0.709 -1.388
Cl: 0.924 -2.551 -1.708
H: 0.321 0.804 2.319
H: 0.842 1.595 0.830
H: -1.294 -0.815 0.664
H: -0.926 -0.544 -1.454

***

Below is a gas-phase ion, C11H11O2 (charge -1) in a non-equilibrium geometry, with properties calculated with ωB97M-V/def2-TZVPD.

Values from the calculation:
LUMO: 0.1211 Eh
Highest occupied orbital energy: -2.79 eV
DFT total energy: -576.12871 Ha
Frontier orbital gap: 0.224 Ha
Net charge: -1
ΔE to the lowest compared entry with this formula, charge and spin: 68.8 kcal/mol

Geometry (Å):
C: -0.663 -0.460 -0.465
C: 0.322 -1.054 -0.092
C: 3.969 -0.531 0.257
C: 3.140 -0.577 -0.782
C: 3.649 -1.152 1.490
C: -1.891 -0.092 -1.044
C: -2.650 0.969 -0.747
C: 2.141 -1.554 1.684
C: 1.468 -1.648 0.370
C: -4.020 1.301 -1.190
C: -2.028 2.098 0.055
O: 2.851 -0.364 -1.934
O: 4.383 -1.250 2.471
H: 5.011 -0.240 0.079
H: -2.410 -0.692 -1.793
H: 1.913 -2.494 2.371
H: 1.685 -0.829 2.414
H: 1.842 -2.432 -0.262
H: -4.181 2.174 -1.821
H: -4.499 1.253 -0.157
H: -4.218 0.423 -1.903
H: -2.416 3.054 -0.347
H: -2.453 2.076 1.101
H: -0.942 2.020 0.243

***

Below is 5 unconnected molecules or ions with the total composition C2H14NO5 in a non-equilibrium geometry, with properties calculated with ωB97M-V/def2-TZVPD.

Values from the calculation:
LUMO: 0.1373 Eh
Highest occupied orbital energy: -4.20 eV
DFT total energy: -515.51346 Ha
Frontier orbital gap: 0.292 Ha
Net charge: -1
ΔE to the lowest compared entry with this formula, charge and spin: 62.0 kcal/mol

Geometry (Å):
C: -2.541 0.768 -0.829
N: -1.419 0.311 0.081
C: -0.778 -0.970 -0.257
O: -0.156 -0.685 -1.403
H: -2.235 0.216 -1.814
H: -2.389 1.681 -1.105
H: -3.530 0.605 -0.302
H: -0.670 1.002 0.190
H: -1.565 -1.705 -0.261
H: -0.216 -1.227 0.695
H: 1.373 -1.599 -0.323
H: 1.430 -2.171 -1.679
O: 1.928 -2.255 -0.900
H: 2.492 1.322 1.267
H: 1.581 0.729 0.169
O: 1.750 0.783 1.176
H: 0.043 0.397 2.450
H: -1.308 0.394 2.409
O: -0.657 0.426 3.139
H: 0.667 0.391 -1.150
H: 1.375 1.706 -2.077
O: 1.234 1.394 -1.076

***

Below is 12 unconnected molecules or ions with the total composition C5H35N3O11 in a non-equilibrium geometry, with properties calculated with ωB97M-V/def2-TZVPD.

Values from the calculation:
LUMO: -0.0014 Eh
Structure (SMILES): [H]/N=C(\N)NCCCC.O.O.O.O.O.O.O.O.O.O.O
Highest occupied orbital energy: -8.82 eV
DFT total energy: -1203.39025 Ha
Frontier orbital gap: 0.323 Ha
ΔE to the lowest compared entry with this formula, charge and spin: 21.0 kcal/mol

Geometry (Å):
C: 3.280 -1.309 -0.541
C: 2.104 -0.452 -0.154
C: 0.783 -0.629 -0.936
C: 0.583 0.711 -1.676
N: -0.129 1.642 -0.791
C: -1.486 1.784 -0.987
N: -2.239 0.922 -1.732
N: -1.959 2.859 -0.413
H: 3.306 -1.437 -1.651
H: 4.206 -0.792 -0.290
H: 3.186 -2.375 -0.280
H: 1.805 -0.554 0.898
H: 2.396 0.586 -0.068
H: -0.030 -1.047 -0.341
H: 1.009 -1.466 -1.610
H: 1.597 1.014 -1.948
H: 0.152 0.659 -2.679
H: 0.342 2.480 -0.506
H: -3.214 1.134 -1.606
H: -2.042 -0.062 -1.890
H: -2.957 3.022 -0.478
H: 1.416 -2.942 2.553
H: 2.493 -3.056 1.516
O: 1.678 -3.482 1.794
H: -2.599 0.533 1.568
H: -4.054 0.204 1.477
O: -3.203 -0.244 1.542
H: -0.559 3.507 1.230
H: 0.738 3.869 1.532
O: -0.004 3.486 2.036
H: -0.528 -1.501 -3.849
H: -0.275 -0.160 -4.332
O: -0.166 -1.071 -4.643
H: -0.567 -0.406 1.805
H: 0.637 0.108 2.654
O: 0.108 -0.664 2.437
H: 2.447 2.370 0.128
H: 3.162 2.989 -1.165
O: 2.463 3.084 -0.517
H: 0.287 -4.432 -0.601
H: 0.331 -2.948 -0.204
O: 0.568 -3.566 -0.909
H: 2.925 1.769 2.761
H: 3.554 0.452 2.259
O: 2.753 0.987 2.222
H: -1.684 1.941 3.551
H: -1.860 2.540 2.052
O: -2.026 1.826 2.665
H: -1.546 -3.025 -2.578
H: -1.355 -2.435 -1.235
O: -1.874 -2.285 -2.052
H: -1.327 -2.379 1.954
H: -2.337 -1.850 0.929
O: -1.540 -2.405 1.023

***

Below is 3 unconnected molecules or ions with the total composition C19H46BF3N8O9P2 in a non-equilibrium geometry, with properties calculated with ωB97M-V/def2-TZVPD.

Values from the calculation:
LUMO: -0.0185 Eh
Structure (SMILES): O=NOC[C@@]1(COC(F)(F)F)CC(=O)N[C@H]1OB(O)O.CN(C)P(=O)(N(C)C)N(C)C.CN(C)P(=O)(N(C)C)N(C)C
Highest occupied orbital energy: -7.96 eV
DFT total energy: -2873.79015 Ha
Frontier orbital gap: 0.274 Ha

Geometry (Å):
O: 2.497 6.348 4.152
N: 2.672 5.209 4.262
O: 1.980 4.457 3.256
C: 2.755 4.538 2.025
C: 2.662 3.215 1.248
C: 2.074 2.076 2.065
O: 2.451 0.784 1.540
C: 3.083 -0.005 2.417
F: 2.296 -0.332 3.455
F: 3.449 -1.127 1.804
F: 4.194 0.548 2.935
C: 1.851 3.547 -0.043
C: 2.968 3.595 -1.110
O: 3.147 4.385 -1.984
N: 3.814 2.472 -0.752
C: 4.047 2.776 0.655
O: 5.032 3.829 0.629
B: 6.299 3.304 0.857
O: 6.753 2.934 2.099
O: 7.164 3.163 -0.220
H: 2.361 5.377 1.463
H: 3.781 4.779 2.300
H: 2.356 2.162 3.109
H: 0.987 2.103 2.058
H: 1.301 4.482 -0.098
H: 1.172 2.782 -0.428
H: 3.334 1.584 -0.849
H: 4.536 1.929 1.125
H: 6.616 3.620 2.756
H: 7.658 3.986 -0.270
O: -2.646 3.689 -0.684
P: -2.805 2.242 -0.263
N: -4.109 1.788 -1.286
C: -5.524 1.755 -1.008
C: -3.790 1.670 -2.699
N: -3.113 2.606 1.413
C: -4.366 2.380 2.109
C: -2.516 3.849 1.905
N: -2.573 0.591 0.142
C: -3.566 -0.460 0.197
C: -1.362 0.275 0.884
H: -5.969 0.858 -1.457
H: -6.052 2.632 -1.406
H: -5.745 1.681 0.053
H: -3.328 0.696 -2.917
H: -3.095 2.453 -3.017
H: -4.680 1.764 -3.320
H: -5.198 2.933 1.657
H: -4.287 2.720 3.143
H: -4.617 1.322 2.186
H: -3.128 4.727 1.665
H: -1.526 4.002 1.481
H: -2.391 3.799 2.990
H: -4.459 -0.195 0.768
H: -3.148 -1.348 0.668
H: -3.880 -0.768 -0.802
H: -1.524 0.373 1.965
H: -0.544 0.942 0.601
H: -1.015 -0.739 0.671
O: -1.522 -2.895 -1.042
P: -0.929 -4.149 -1.643
N: -0.930 -5.166 -0.261
C: 0.140 -5.462 0.663
C: -2.239 -5.590 0.209
N: 0.570 -3.434 -2.149
C: 1.884 -3.776 -1.635
C: 0.521 -1.994 -2.409
N: -0.692 -5.490 -2.678
C: -0.032 -6.742 -2.380
C: -0.814 -5.199 -4.109
H: 0.122 -6.528 0.923
H: 0.065 -4.883 1.593
H: 1.125 -5.291 0.238
H: -2.609 -6.445 -0.374
H: -2.972 -4.782 0.127
H: -2.210 -5.889 1.256
H: 1.968 -3.601 -0.555
H: 2.646 -3.158 -2.113
H: 2.173 -4.801 -1.872
H: 0.621 -1.403 -1.488
H: -0.412 -1.714 -2.890
H: 1.326 -1.711 -3.091
H: 0.948 -6.617 -1.917
H: 0.127 -7.307 -3.299
H: -0.637 -7.376 -1.728
H: 0.145 -4.890 -4.539
H: -1.532 -4.395 -4.276
H: -1.184 -6.066 -4.659

***

Below is a molecular structure, H16HgO8 in a non-equilibrium geometry, with properties calculated with ωB97M-V/def2-TZVPD.

Values from the calculation:
LUMO: -0.2668 Eh
Highest occupied orbital energy: -19.02 eV
DFT total energy: -764.31756 Ha
Frontier orbital gap: 0.432 Ha
Net charge: +2
ΔE to the lowest compared entry with this formula, charge and spin: 26.4 kcal/mol

Geometry (Å):
Hg: -0.144 -0.133 -0.094
O: -1.780 0.777 -1.463
H: -1.544 1.627 -1.799
H: -2.692 1.038 -1.364
O: 2.375 -0.120 0.131
H: 2.941 0.148 -0.563
H: 3.013 -0.298 0.888
O: 0.313 -0.761 2.185
H: -0.185 -0.619 3.024
H: 1.145 -1.148 2.375
O: 0.570 -2.348 -0.518
H: 0.736 -3.071 0.037
H: 0.707 -2.701 -1.396
O: 0.790 2.118 -0.183
H: 1.596 2.384 0.239
H: 0.652 2.702 -0.969
O: -1.743 1.362 1.217
H: -1.633 1.551 2.144
H: -1.874 2.204 0.818
O: 0.850 0.016 -2.225
H: 0.879 0.777 -2.755
H: 1.746 -0.399 -2.249
O: -1.919 -1.522 0.716
H: -2.449 -1.302 1.418
H: -2.358 -2.283 0.384

***

Below is a gas-phase ion, C3H3O3 (charge +1) in a non-equilibrium geometry, with properties calculated with ωB97M-V/def2-TZVPD.

Values from the calculation:
LUMO: -0.1779 Eh
Highest occupied orbital energy: -15.08 eV
DFT total energy: -341.44550 Ha
Frontier orbital gap: 0.376 Ha
Net charge: +1
ΔE to the lowest compared entry with this formula, charge and spin: 39.6 kcal/mol

Geometry (Å):
C: 2.128 -0.025 -1.256
C: -0.141 -0.679 0.141
C: -0.941 0.298 0.485
O: 2.970 0.160 -1.977
O: -2.018 0.123 1.171
O: 1.095 -0.278 -0.689
H: -0.051 -1.723 0.427
H: -0.573 1.279 0.072
H: -2.471 0.846 1.627